# 1
The following is a DFT calculation (wB97M-V/def2-TZVPD) of an isolated molecule of C2H7N3S at a distorted geometry.

For the relative energy (zero: lowest compared OMol25 entry of this formula, charge and spin), the calculation gives 69.75 kJ/mol. As for the HOMO energy: -8.2 eV. The SMILES is CNC(=S)NN. The LUMO energy is 0.58 eV.

The geometry in XYZ format:
```
13
C2H7N3S, DFT wB97M-V/def2-TZVPD
H 2.47270 0.58390 1.06733
C 0.03784 -0.18720 -0.11444
H 0.55801 1.65936 -0.54077
N -0.14514 1.08099 -0.15528
H 1.49915 -1.56330 0.12728
H -1.80506 1.41888 1.08227
N 2.45561 0.18332 0.12678
H 2.58879 0.97105 -0.51362
S -1.18542 -1.29262 0.03133
N 1.35594 -0.58332 -0.13356
C -1.43976 1.66198 0.11636
H -2.17991 1.23218 -0.60261
H -1.42032 2.76419 0.00176
```

# 2
The following is a DFT calculation (wB97M-V/def2-TZVPD) of a cluster of 2 separate species, C3H3NO2S in total at a distorted geometry.

For the relative energy (zero: lowest compared OMol25 entry of this formula, charge and spin), the calculation gives 376.69 kJ/mol. As for the HOMO energy: -9.1 eV. The SMILES is S[C@H]1C=N1.O=C=O. The LUMO energy is 0.50 eV.

The geometry in XYZ format:
```
10
C3H3NO2S, DFT wB97M-V/def2-TZVPD
H 1.38216 -2.18531 -0.41118
H 0.14313 1.52371 1.98333
O -4.49042 -0.03573 -1.72942
C 0.41447 0.02553 0.03963
S 0.77295 1.82386 0.82865
O -3.00826 0.83443 -0.21115
C 0.76738 -1.47996 -0.00559
C -3.82617 0.43815 -0.92021
H -0.16116 0.23690 -0.73057
N -0.15062 -1.12076 0.79234
```

# 3
The following is a DFT calculation (wB97M-V/def2-TZVPD) of a structure of composition C35H46N6O3P2Zn at a distorted geometry.

For the relative energy (zero: lowest compared OMol25 entry of this formula, charge and spin), the calculation gives 280.27 kJ/mol. As for the HOMO energy (spin up / spin down): -6.3 / -6.3 eV. The LUMO energy (spin up / spin down) is -2.53 / -2.53 eV.

The geometry in XYZ format:
```
93
C35H46N6O3P2Zn, DFT wB97M-V/def2-TZVPD
H 1.13616 1.51154 7.44073
H -2.05099 -2.88697 4.98040
H 0.20268 0.35043 1.62708
P 1.96305 -1.52270 -3.71760
N -1.51224 -2.01971 5.09428
C -1.51222 -1.52478 6.35723
C 0.29098 1.09564 0.80416
H -1.90299 1.02819 -5.64576
C 1.07080 -2.65962 0.04798
H 3.47325 -5.93790 -5.35330
O 0.91619 1.06847 5.44116
C 1.53134 1.93618 0.93981
C 4.76922 1.00987 -4.68947
C 3.53543 -3.94604 -6.39014
H 3.17576 -1.73313 -6.44835
C 4.14424 -0.05059 -2.76729
O -2.04941 -2.13945 7.25709
N -0.24574 -0.32837 4.09944
H -1.04835 2.72901 0.14722
C -4.98989 -2.74134 -4.49312
C -1.42221 2.68319 -4.23237
H -0.62335 -0.65695 8.67393
H -0.23369 4.51183 3.98187
H -3.32990 1.96477 7.91015
H 0.76346 -1.08361 7.67312
N 3.21692 -0.35243 -3.77187
C -1.66485 1.37967 -4.65053
H -0.76995 3.45839 -2.22080
H 1.64673 0.64099 8.90948
C 0.74358 4.11876 2.03835
H 2.51689 -4.43005 -3.24408
C -0.11650 3.69430 3.25154
H -3.01020 0.28419 8.40999
C -3.85228 -0.85588 -5.05470
H 0.39087 0.54069 -0.15796
H -5.74614 -1.33526 -6.09591
C -3.84024 -2.66533 -3.71247
C -2.54570 1.20267 8.02472
C 5.11509 0.78674 -3.31323
C 3.31856 -4.86675 -5.31124
H 5.31656 1.58026 -5.42204
H 3.88425 -4.18441 -7.38714
H 0.75581 -3.66164 0.35846
H 2.77412 3.35949 1.85240
H -2.30922 3.88462 3.03755
C -1.44780 3.24388 2.78137
H -0.44665 -2.57899 -5.14594
H -5.74312 -3.52620 -4.46909
H -3.46383 -3.32248 -2.94923
N 2.73368 -2.79817 -4.62455
C 0.02410 0.18593 5.29686
C 0.84771 -0.82844 -4.95911
C -1.62107 2.07325 2.13516
H 2.04131 -2.47925 0.51684
Zn 0.75725 -2.05257 -1.89443
C -1.08678 2.62274 -2.84954
H 0.34347 -2.02638 0.54311
C 3.59921 0.32028 -4.94840
H 5.98262 1.18112 -2.80742
H 0.75158 0.22626 -4.68629
C 2.83039 -4.14200 -4.24225
P -1.41081 -1.29643 -3.39284
H 2.39492 1.50483 0.39843
C -0.81920 -0.14133 6.56993
C -1.08045 1.81203 0.75663
C -1.07184 -1.39910 3.90710
H -1.81860 1.14441 0.27739
C 3.17396 -2.69398 -5.94468
C -1.18823 1.29575 -2.47048
H -2.70470 0.70116 5.93792
C -4.99780 -1.59100 -5.34971
H 0.10101 4.43675 1.20498
H 3.00293 0.27347 -5.83600
C 0.77715 0.95636 8.31905
H -1.81891 1.58476 8.75404
H -1.45764 3.58071 -4.85101
H -3.54563 0.07747 -5.48066
C -1.91139 0.96009 6.66199
O -1.44506 -1.84545 2.81871
H -2.21181 1.26045 2.55358
H 1.32341 -0.91624 -5.93768
C -0.53080 -1.49114 -5.00212
H -1.48521 1.90396 6.29006
H -1.03082 0.79876 -1.52196
H 1.30991 5.01635 2.32909
H -1.14183 -1.07442 -5.81819
C 1.73168 3.07404 1.61706
C 0.02400 -0.28910 7.85989
H 4.00797 -0.44141 -1.77523
N -3.12413 -1.50295 -4.03886
H 0.35546 2.85251 3.78738
H 0.16527 1.60278 8.96150
N -1.55074 0.50994 -3.56118
```

# 4
The following is a DFT calculation (wB97M-V/def2-TZVPD) of a structure of composition C11H19Cl3F2N3O18V2 at a distorted geometry.

As for the HOMO energy (spin up / spin down): -16.8 / -16.8 eV. As for the expectation value of S²: 12.112. The net charge is +3. The LUMO energy (spin up / spin down) is -11.67 / -14.06 eV. The spin multiplicity is 7.

The geometry in XYZ format:
```
58
C11H19Cl3F2N3O18V2, DFT wB97M-V/def2-TZVPD
O -0.39624 1.83272 2.67889
O -3.11305 -3.18769 1.51024
F -2.51267 -5.01835 0.38018
H 0.38862 -0.99201 3.68524
O 4.44587 3.67917 0.98952
V 4.09517 1.40170 -3.25351
C 2.52201 -2.43407 0.11363
O -1.54040 0.35238 3.75485
N -4.15428 1.59992 -0.46993
H -2.46500 1.22335 0.56449
O -0.66356 -2.87364 -4.45403
N -0.49841 0.79380 3.29939
H -0.21340 0.16094 -3.27060
C 0.51064 5.21109 0.98897
O 0.54973 0.41721 0.43150
F -2.08814 -0.49207 -3.20118
Cl 2.60657 -2.96140 2.79739
H 2.95652 -0.93816 1.62913
O 2.27018 5.11291 -0.53764
O -0.20800 2.14653 -0.97311
C -3.23651 1.98749 0.64325
C -2.21221 -2.98884 2.45972
H 0.01277 5.98911 1.56586
H -0.26989 4.51079 0.71142
C 3.18832 -1.97339 1.38739
N 1.27237 5.74079 -0.17599
H -1.58588 -1.23974 -5.37186
O 1.92949 2.29789 0.06589
C -0.96166 -3.32623 0.68551
H -3.78066 1.94513 1.59031
C 0.76478 0.02140 3.58752
O -0.52659 -3.97913 -2.47558
O 1.54575 0.73455 -1.64687
H -0.66221 -2.35984 0.27186
O -0.98530 -3.25741 2.14558
O -3.96062 0.60071 -1.07697
O 3.87520 -0.13497 -3.26861
H 0.18611 -1.19240 -5.35581
Cl 0.93882 1.41576 -0.50479
H 1.11529 0.36191 4.55890
Cl 2.83208 -4.18943 -0.09267
O -0.33997 -1.76192 -2.55749
H -2.74753 -3.26388 -0.56853
H 1.44334 -2.28389 0.11436
H -2.84409 3.00143 0.57957
V 4.10446 3.53117 -0.47654
O -2.48843 -2.40755 3.53255
O -5.13461 2.34998 -0.69938
C -0.53169 -2.96163 -3.08069
H -0.18125 -4.05242 0.45524
H 2.77081 -1.82723 -0.75443
C -2.40545 -3.67499 0.37697
O 0.85444 6.69636 -0.76897
H 1.27591 4.80377 1.64546
H 4.26861 -2.08445 1.33554
C -0.70066 -1.49653 -4.79263
C -0.74055 -0.76793 -3.45895
H 1.42507 0.20123 2.75047
```

# 5
The following is a DFT calculation (wB97M-V/def2-TZVPD) of a cluster of 2 separate species, C6H12N2 in total at a distorted geometry.

For the relative energy (zero: lowest compared OMol25 entry of this formula, charge and spin), the calculation gives 140.26 kJ/mol. As for the HOMO energy: -8.5 eV. The SMILES is Cc1c[nH]cn1.CC. The LUMO energy is 0.89 eV.

The geometry in XYZ format:
```
20
C6H12N2, DFT wB97M-V/def2-TZVPD
C 1.00730 -2.61363 -0.77226
H -0.93001 -1.35515 -0.59714
H 1.89105 -1.91002 -0.88988
H 1.66321 1.40410 1.41804
C 0.85517 1.37369 0.76044
N 0.89512 1.32498 -0.64552
H 1.64966 0.93762 -1.15518
C -1.26514 1.50457 2.31156
H 0.90612 -3.00618 0.14752
H -0.57081 1.46877 3.14768
C -0.49505 1.59618 1.03880
H -0.89567 -2.80293 -1.55120
H -0.54731 2.16696 -2.08702
H -2.01112 0.77183 2.31294
H 0.09903 -1.44958 -2.04463
H -1.80386 2.42430 2.56475
H 1.28557 -3.48999 -1.44077
N -1.19323 1.83127 -0.12814
C -0.25127 -1.94800 -1.27736
C -0.28876 1.77121 -1.11264
```

# 6
The following is a DFT calculation (wB97M-V/def2-TZVPD) of the ion C22H39N6O4 with charge +1 at a distorted geometry.

For the relative energy (zero: lowest compared OMol25 entry of this formula, charge and spin), the calculation gives 0.00 kJ/mol. As for the HOMO energy: -12.1 eV. The SMILES is CC(=O)OCCCCC[C@@]1(CC(N)(N)N)[NH2+][C@H](CCN)CN[C@@H]1OC(=O)c1ccccc1. The net charge is +1. The LUMO energy is -2.75 eV.

The geometry in XYZ format:
```
71
C22H39N6O4, DFT wB97M-V/def2-TZVPD
H 0.44454 0.96382 -2.60928
O 5.07701 -3.95745 2.80799
H 0.97063 4.38232 -1.19095
H -1.53756 1.69619 -2.54375
H 0.59493 -1.98289 -0.92858
H 0.23543 2.68253 1.53680
C -1.31704 -0.12521 -0.49471
C 2.89247 -3.24460 -0.90477
H 1.64910 -3.99566 0.69916
H -4.36509 -2.40474 2.57739
H -1.57496 1.10937 1.12637
C -3.92157 -1.41743 0.76279
H 2.52332 0.08849 -2.01865
H -0.66125 4.82728 -0.60032
C -6.66746 -1.43743 0.31712
H 2.58763 -2.58836 1.18908
H 1.63721 3.43241 1.25725
H 2.75218 -2.96684 3.86219
C -6.13739 -1.99579 1.45668
H 3.79317 -3.81185 -1.14671
H 1.12662 1.96050 -1.51858
C -5.80145 -0.88895 -0.59944
H 1.84111 -4.29803 3.15005
C -0.92991 2.21053 -1.79157
C 0.91687 0.20703 0.62832
N 3.05036 1.44785 0.41566
H -1.48641 3.04372 0.18181
C 2.63213 -3.50943 0.59540
H 0.80512 6.45249 -1.76156
H -1.59076 3.94457 -2.80616
C 3.92105 -4.08847 2.47206
N 0.06185 5.94068 -2.22811
N 1.98002 1.27624 2.51000
H 0.19150 -0.00275 1.42435
C -1.78547 2.26678 -0.51755
H -2.78825 2.56980 -0.85598
H -6.24203 -0.44253 -1.48583
H -6.76366 -2.42809 2.22978
O -2.14177 -1.47138 2.28984
C 0.72805 -1.07229 -1.51318
C -4.45337 -0.86985 -0.39034
C -2.46825 -1.42112 1.12795
C 0.19408 0.17819 -0.75140
N 1.01731 2.71688 0.88572
C 3.23258 -1.73775 -1.12531
C 2.82865 -4.00542 3.52498
H 3.42912 -1.18541 -0.20213
H 0.01259 3.42572 -3.30306
O -1.42769 -1.35462 0.17783
H 4.17940 -1.70306 -1.67860
H 2.29873 -1.33588 -3.00920
H 2.01021 0.27550 2.67499
H 3.06231 -4.62968 4.38616
C 2.20612 -0.96461 -1.98250
C -0.62531 3.59085 -2.42590
C -4.78620 -1.98164 1.67206
N 0.32241 1.34666 -1.66811
H 1.61252 -0.63109 0.66782
N -1.95043 0.97710 0.19261
H -1.85415 -0.24332 -1.45036
C 1.71483 1.44071 1.05332
C -0.04717 4.64739 -1.48701
H -3.82857 -0.39667 -1.13765
O 3.64353 -4.35653 1.15379
H 3.51048 2.29161 0.75077
H 0.09143 -1.19042 -2.40752
H 2.98458 1.51654 -0.59681
H 2.03711 -3.51484 -1.52512
H 2.86990 1.69423 2.75516
H -7.73760 -1.41773 0.14977
H -0.77942 6.46587 -2.00631
```

# 7
The following is a DFT calculation (wB97M-V/def2-TZVPD) of an isolated molecule of C6H11N at a distorted geometry.

For the relative energy (zero: lowest compared OMol25 entry of this formula, charge and spin), the calculation gives 31.13 kJ/mol. As for the HOMO energy: -11.2 eV. The SMILES is CCC[C@@H](C)C#N. The LUMO energy is 0.94 eV.

The geometry in XYZ format:
```
18
C6H11N, DFT wB97M-V/def2-TZVPD
C -0.44623 1.03253 1.54073
C 2.18936 -0.27099 -1.40828
H 0.02856 -1.37486 0.45283
H 1.83437 0.07731 0.66940
H 2.47562 -1.31124 -1.22957
H -0.39213 -0.87162 -1.17578
H 1.66065 -0.21022 -2.36533
H -2.24876 -0.99119 1.54182
C -1.12637 0.44433 0.37497
C 1.31029 0.22051 -0.28001
H 1.18026 1.31018 -0.35850
H -2.90943 -0.70109 -0.08485
C -2.43687 -0.22723 0.78135
H 3.10045 0.33252 -1.46696
N 0.29881 1.30459 2.38399
H -3.13237 0.50888 1.19649
H -1.33298 1.22419 -0.37115
C -0.05322 -0.49662 -0.20113
```

# 8
The following is a DFT calculation (wB97M-V/def2-TZVPD) of the ion C23H31N2O3 with charge +1.

For the relative energy (zero: lowest compared OMol25 entry of this formula, charge and spin), the calculation gives 0.00 kJ/mol. As for the HOMO energy: -11.1 eV. The SMILES is C[C@@H](O)CNC(=O)[C@H]1CC[N@H+](Cc2ccc(OCc3ccccc3)cc2)CC1. The net charge is +1. The LUMO energy is -2.00 eV.

The geometry in XYZ format:
```
59
C23H31N2O3, DFT wB97M-V/def2-TZVPD
C 3.28128 0.78606 1.56521
C 1.82176 -2.14552 -1.01489
H -5.46275 -2.11624 3.50811
C -5.63522 -3.09584 1.61305
C -4.53179 -0.79460 0.54290
C -1.29596 -0.40868 -2.24857
H 2.16621 -2.01916 1.83301
H 4.26568 -0.86435 -0.86492
C -0.62960 -2.72174 -0.89746
H 1.06260 5.12366 -0.21776
N 2.35927 -1.14533 -0.06259
H -4.10998 0.10571 0.11974
N 3.66197 2.90720 0.45581
C 3.82761 -1.20412 0.07564
H -1.57867 0.48612 -2.77878
H 1.94114 -3.14475 -0.58793
H -5.52019 -1.25698 -2.24585
H -0.37640 -3.63187 -0.37277
C -5.41850 -3.00276 0.24975
C -1.96013 -2.44686 -1.15584
C 1.74090 5.25967 0.61919
C 0.37529 -1.85901 -1.31003
H 2.41542 -2.08036 -1.93023
H 1.50283 6.20337 1.10438
C -4.65160 -1.73978 -1.78486
H 0.65911 -1.39627 1.13782
O -3.56422 -0.90708 -2.14861
C 3.18762 5.26639 0.12840
H 3.96675 6.27892 1.61253
H 1.90199 -0.00121 3.04299
C -5.29377 -2.04238 2.44460
H 0.78922 -0.00866 -2.32522
C 3.09430 1.71886 0.36657
H 3.66657 1.37182 2.40238
H 1.58650 4.45585 1.33595
H 4.53872 4.05325 -1.03735
H 4.15330 3.20921 1.28702
O 2.45145 1.35793 -0.62808
H 5.26376 0.11868 0.99464
H -4.53598 -2.73527 -2.23302
C 1.72453 -1.19706 1.26445
H 2.81937 3.64830 -1.28956
O 4.10249 5.42021 1.19938
C -4.86610 -1.85038 -0.29447
H -4.47996 -0.06533 2.55036
H 2.16814 -0.14737 -0.44942
H -5.68528 -3.82611 -0.39756
H 1.12296 0.82815 1.70107
C -2.31036 -1.28228 -1.83683
H -2.71325 -3.13828 -0.81629
C 0.02425 -0.69415 -1.99133
C 1.93469 0.14813 1.96451
C 3.56532 3.94143 -0.55088
C -4.74105 -0.89264 1.90709
H 4.43231 -0.92182 2.14034
C 4.29707 -0.32037 1.24047
H -6.07047 -3.99286 2.02657
H 4.13135 -2.24085 0.24186
H 3.32091 6.07496 -0.60415
```

E (computed, Eh): -642.82609 -719.43679 -4377.33157 -5415.50250 -345.27444 -1490.93106 -289.95983 -1230.08263